(1)
This record from the OMol25 dataset describes a molecular structure, C39H43As2ClRuSi2 at a distorted geometry. The level of theory is the ωB97M-V functional and the def2-TZVPD basis.

As for the total charge: +1. Its HOMO-LUMO gap (spin up / spin down) is 5.89 / 6.10 eV. As for the largest force on an atom: 3.328 eV/A. Its spin multiplicity is 6. The calculation puts the highest occupied orbital energy (spin up / spin down) at -0.30086 / -0.38940 Eh.

Each line ends with the Mulliken spin population.
Element x y z (Å)
C1 0.78268 0.28359 1.89516  0.057
C2 1.51322 1.52673 1.71881  0.151
C3 0.58067 2.60157 1.77516  0.153
H1 2.58348 1.65071 1.59506  0.004
C4 -0.72794 2.04581 2.03667  0.177
C5 -0.61057 0.62120 2.10922  0.025
H2 -1.41935 -0.05642 2.35397  0.016
H3 1.21171 -0.70999 1.97132  -0.003
H4 0.82603 3.65090 1.63457  0.033
H5 -1.65607 2.58398 2.18968  0.040
Ru1 -0.03350 1.16893 0.03936  2.699
Si1 -1.37354 5.60023 -0.63119  0.138
C6 -0.99820 6.04009 -2.41510  0.062
C7 -2.03349 6.19774 -3.33630  -0.004
H6 -3.04484 5.83261 -3.11029  0.008
C8 -1.79605 6.83860 -4.55936  -0.002
H7 -2.61802 6.99134 -5.26026  0.000
C9 -0.51098 7.29175 -4.87191  0.002
H8 -0.31693 7.78929 -5.83012  0.000
C10 0.53826 7.06918 -3.97137  0.001
H9 1.54717 7.40142 -4.21812  0.001
C11 0.30147 6.42398 -2.75695  0.021
H10 1.11900 6.21282 -2.05957  -0.001
C12 -2.73118 6.89009 -0.29482  0.037
C13 -2.37579 7.98105 0.50225  -0.006
H11 -1.37558 8.02369 0.93711  0.002
C14 -3.30182 9.00130 0.76383  0.000
H12 -3.01552 9.82645 1.41450  0.000
C15 -4.59665 8.94307 0.22951  0.001
H13 -5.31893 9.74177 0.42434  0.000
C16 -4.96689 7.84137 -0.54720  0.002
H14 -5.98010 7.74155 -0.93589  -0.001
C17 -4.03699 6.81755 -0.80178  -0.019
H15 -4.36928 5.93126 -1.35523  0.005
H16 -0.09844 5.88092 0.06429  0.025
Si2 -3.22557 2.81513 -3.62560  -0.002
C18 -3.23321 3.40198 -1.82433  -0.054
C19 -2.04466 3.77177 -1.06705  0.178
H17 -1.08610 3.36146 -1.39545  0.200
C20 -2.14268 4.10563 0.33564  0.259
H18 -1.28089 3.94485 0.99166  -0.034
C21 -3.44527 4.13347 0.93905  0.010
H19 -3.51568 4.46154 1.97570  -0.003
C22 -4.53721 3.72521 0.21810  0.146
H20 -5.52543 3.72877 0.68218  0.013
C23 -4.42062 3.30024 -1.11872  0.102
H21 -5.28170 2.86255 -1.62720  0.011
C24 -1.38681 2.71099 -3.99009  0.064
C25 -0.48365 2.15989 -3.05416  -0.151
H22 -0.83347 1.51946 -2.21172  0.143
C26 0.84836 2.58661 -3.04919  0.086
H23 1.49926 2.31949 -2.21037  -0.067
C27 1.34772 3.38086 -4.07997  0.019
H24 2.38790 3.70148 -4.05746  0.001
C28 0.49551 3.76321 -5.11255  0.001
H25 0.88903 4.38184 -5.91987  0.001
C29 -0.86665 3.44189 -5.06756  0.006
H26 -1.53774 3.81852 -5.84170  0.001
H27 -4.01309 3.51640 -4.55880  -0.001
Cl1 -4.07233 0.93138 -3.62712  0.002
C30 -2.80068 -1.43404 0.46020  0.023
As1 -1.27863 -0.81747 -0.60790  0.172
C31 -1.80629 -1.37326 -2.42016  0.061
C32 0.03012 -2.33171 -0.37233  0.018
C33 -0.35952 -3.66616 -0.24128  -0.013
C34 0.62586 -4.66865 -0.22410  0.000
C35 1.97311 -4.34634 -0.39880  -0.001
C36 2.36456 -3.00955 -0.55850  -0.018
C37 1.38173 -2.01684 -0.54185  0.047
As2 1.79865 -0.12858 -1.02201  0.072
C38 3.57395 0.00682 -0.19446  0.018
C39 2.15845 -0.54186 -2.92294  0.068
H28 -2.49600 -2.34366 0.98539  0.000
H29 -3.63253 -1.62742 -0.22525  0.003
H30 -3.05926 -0.64005 1.16363  -0.002
H31 -1.31303 -2.33199 -2.63720  0.003
H32 -2.89777 -1.48970 -2.44220  0.004
H33 -1.48837 -0.60569 -3.13165  -0.003
H34 -1.41920 -3.90917 -0.15018  0.000
H35 0.33055 -5.70797 -0.09567  0.000
H36 2.73367 -5.12536 -0.41667  0.000
H37 3.41168 -2.73763 -0.71141  -0.001
H38 4.23016 -0.78574 -0.56794  0.004
H39 3.94842 0.99528 -0.48331  0.001
H40 3.46990 -0.05793 0.89218  -0.002
H41 1.81301 0.30756 -3.51818  -0.008
H42 1.61632 -1.45465 -3.19224  0.000
H43 3.23942 -0.68791 -3.03739  0.006


(2)
This record from the OMol25 dataset describes a molecular structure, C39H43As2ClSi2Tm at a distorted geometry. The level of theory is the ωB97M-V functional and the def2-TZVPD basis.

As for the total charge: +1. Its HOMO-LUMO gap (spin up / spin down) is 6.32 / 6.30 eV. As for the largest force on an atom: 5.507 eV/A. Its spin multiplicity is 3. The calculation puts the highest occupied orbital energy (spin up / spin down) at -0.36407 / -0.36277 Eh.

Each line ends with the Mulliken spin population.
Element x y z (Å)
C1 0.07132 -5.17230 0.97739  -0.016
C2 0.56765 -4.52862 -0.20001  -0.005
C3 1.55032 -3.56366 0.20404  -0.002
H1 0.30297 -4.77068 -1.22982  0.000
C4 1.66616 -3.61865 1.63375  -0.004
C5 0.75491 -4.61801 2.11032  0.006
H2 0.65171 -4.96568 3.13780  0.000
H3 -0.66961 -5.97219 0.99566  0.000
H4 2.16528 -2.97544 -0.47845  0.001
H5 2.37542 -3.04190 2.23286  0.001
Tm1 -0.50720 -2.90274 1.12673  2.043
Si1 0.21988 5.86323 0.05933  0.000
C6 0.10166 6.11020 -1.77363  0.000
C7 -0.36801 7.31940 -2.31546  0.000
H6 -0.67276 8.12448 -1.64101  0.000
C8 -0.43210 7.48383 -3.70376  0.000
H7 -0.77040 8.43025 -4.12461  0.000
C9 -0.06159 6.43876 -4.55603  0.000
H8 -0.11313 6.56946 -5.63583  0.000
C10 0.37585 5.22458 -4.02058  0.000
H9 0.66745 4.40439 -4.67687  0.000
C11 0.45534 5.05572 -2.63298  0.000
H10 0.79514 4.10335 -2.21174  0.000
C12 1.95747 6.13264 0.63204  0.000
C13 2.99240 6.34681 -0.29203  0.000
H11 2.76041 6.46740 -1.35299  0.000
C14 4.32301 6.39148 0.13812  0.000
H12 5.11743 6.52228 -0.59474  0.000
C15 4.63069 6.26219 1.49442  0.000
H13 5.66767 6.27903 1.82523  0.000
C16 3.59846 6.11982 2.42882  0.000
H14 3.83587 6.04231 3.49118  0.000
C17 2.26522 6.07187 2.00593  0.000
H15 1.45066 5.97719 2.73161  0.000
H16 -0.17643 4.47466 0.37523  0.000
Si2 0.24065 -0.37731 -0.03950  -0.010
C18 1.91515 0.09787 0.63832  0.001
C19 2.98234 0.39330 -0.22355  -0.001
H17 2.80216 0.49672 -1.29503  0.000
C20 4.27560 0.53859 0.29745  0.000
H18 5.09974 0.75728 -0.37806  0.000
C21 4.50949 0.40602 1.66999  -0.001
H19 5.52024 0.49035 2.06939  0.000
C22 3.43609 0.16325 2.53646  0.001
H20 3.60691 0.08664 3.61254  0.000
C23 2.13891 0.02208 2.03122  -0.001
H21 1.29533 -0.15672 2.71230  -0.001
C24 0.30077 -0.15341 -1.88116  -0.001
C25 0.69158 -1.21420 -2.72447  0.000
H22 0.92639 -2.19691 -2.30440  0.001
C26 0.78248 -1.01183 -4.10496  0.000
H23 1.09183 -1.83752 -4.74470  0.000
C27 0.48636 0.23955 -4.66136  0.000
H24 0.57721 0.40144 -5.73796  0.000
C28 0.07012 1.28416 -3.82847  0.000
H25 -0.17653 2.26610 -4.23951  0.000
C29 -0.03384 1.08809 -2.44207  0.000
H26 -0.37844 1.90761 -1.80357  0.000
H27 -0.68026 6.84219 0.71461  0.000
Cl1 -1.16594 0.94249 0.74231  0.000
C30 -4.59873 -2.61327 3.88422  -0.001
As1 -2.94818 -2.64023 2.80962  -0.003
C31 -1.69606 -3.18997 4.23471  0.000
C32 -3.29847 -4.48698 2.13017  0.001
C33 -3.19877 -5.55068 3.03851  0.001
C34 -3.42103 -6.85219 2.57880  0.000
C35 -3.73322 -7.06459 1.23182  0.000
C36 -3.75604 -5.99766 0.30672  0.001
C37 -3.55525 -4.69150 0.75994  -0.004
As2 -2.79594 -3.10481 -0.54596  -0.006
C38 -2.30276 -4.23616 -2.07516  0.000
C39 -3.13179 -1.43407 -1.67993  -0.001
H28 -4.70057 -1.58653 4.26086  0.000
H29 -4.52309 -3.33908 4.70682  0.000
H30 -5.43159 -2.86014 3.21036  0.000
H31 -2.25121 -3.76437 4.98602  0.000
H32 -0.84792 -3.78386 3.85527  0.000
H33 -1.33354 -2.25614 4.67391  0.000
H34 -2.94333 -5.38812 4.08661  0.000
H35 -3.34419 -7.68934 3.28471  0.000
H36 -3.93799 -8.08331 0.89729  0.000
H37 -3.89735 -6.19962 -0.75963  0.000
H38 -3.20264 -4.35985 -2.69497  0.000
H39 -1.50723 -3.73266 -2.64451  0.000
H40 -1.96233 -5.20715 -1.70921  0.000
H41 -4.11057 -1.53432 -2.17314  0.000
H42 -3.10930 -0.57002 -1.01466  0.000
H43 -2.32435 -1.34464 -2.41491  0.000


(3)
This record from the OMol25 dataset describes a molecular structure, C39H43AuN8O4Te. The level of theory is the ωB97M-V functional and the def2-TZVPD basis.

As for the total charge: +1. Its HOMO-LUMO gap (spin up / spin down) is 7.47 / 7.43 eV. As for the largest force on an atom: 0.275 eV/A. Its spin multiplicity is 2. The calculation puts the highest occupied orbital energy (spin up / spin down) at -0.38506 / -0.39677 Eh.

Each line ends with the Mulliken spin population.
Element x y z (Å)
Au1 -0.34964 0.39745 -0.02483  0.531
O1 5.30114 -0.10704 4.08985  0.000
C1 4.03317 0.09541 4.67362  0.001
C2 2.99714 0.17978 3.58887  -0.004
C3 1.66868 0.43391 3.90494  0.004
C4 0.73361 0.49922 2.89139  0.003
N1 1.07686 0.32696 1.61365  0.131
C5 2.35221 0.07768 1.28408  -0.004
C6 3.33612 -0.00311 2.25587  0.000
C7 2.64073 -0.11866 -0.16474  0.002
C8 3.92021 -0.26439 -0.67070  -0.001
C9 4.09813 -0.47019 -2.03531  -0.004
C10 5.49420 -0.61367 -2.59459  0.000
O2 6.35122 -1.33652 -1.73628  0.000
C11 2.97657 -0.51899 -2.84834  0.003
C12 1.72690 -0.33498 -2.28156  -0.009
N2 1.57486 -0.14788 -0.97634  0.083
H1 5.96230 -0.18288 4.78374  0.000
H2 4.00284 1.02201 5.25758  0.000
H3 3.76428 -0.72806 5.34490  0.000
H4 1.35259 0.57810 4.92996  0.001
H5 -0.31858 0.69111 3.06972  0.002
H6 4.36245 -0.21499 2.00090  0.002
H7 4.78712 -0.23824 -0.02642  0.002
H8 5.93897 0.37956 -2.68768  -0.001
H9 5.45213 -1.04665 -3.59792  0.000
H10 6.13028 -2.27273 -1.77982  0.000
H11 3.06327 -0.69176 -3.91329  0.001
H12 0.81718 -0.33597 -2.86989  0.007
C13 -3.41155 -4.38143 -1.24863  0.000
N3 -2.94377 -3.29576 -0.39987  0.000
C14 -3.49842 -2.87800 0.78492  -0.001
C15 -2.76294 -1.80768 1.19570  -0.003
N4 -1.76494 -1.56740 0.28035  0.009
C16 -1.90835 -2.47772 -0.65957  -0.001
H13 -4.31651 -4.79582 -0.81320  0.000
H14 -2.66004 -5.16634 -1.31016  0.000
H15 -3.63575 -4.00296 -2.24380  0.000
H16 -4.35383 -3.36885 1.21458  0.000
H17 -2.88084 -1.19212 2.07080  0.000
H18 -1.31600 -2.55734 -1.55652  0.000
O3 -1.32960 0.26748 -1.98318  0.124
N5 -2.34119 1.06510 -2.08619  -0.002
C17 -3.37904 0.60308 -2.71466  0.025
C18 -3.44121 -0.74329 -3.20669  -0.008
N6 -3.49270 -1.82149 -3.59973  0.007
C19 -4.48317 1.50025 -2.87827  -0.001
N7 -5.37042 2.21954 -3.00536  0.008
C20 -3.91499 2.59590 1.48037  0.004
C21 -2.60591 1.82842 1.50493  0.006
O4 -2.44737 0.92003 2.31377  0.000
N8 -1.63143 2.10307 0.59073  0.064
Te1 -1.92560 3.61770 -0.63614  0.008
C22 -0.22336 3.40741 -1.86615  0.003
C23 -0.44594 3.39613 -3.24658  -0.003
C24 -1.78878 3.54446 -3.91599  0.000
C25 0.65820 3.29883 -4.09369  0.004
C26 1.95268 3.23981 -3.61122  0.001
C27 3.13258 3.17860 -4.53937  0.000
C28 2.14105 3.26816 -2.23253  0.002
C29 1.08287 3.35989 -1.34156  0.004
C30 1.41201 3.45419 0.12230  -0.007
C31 -1.24586 5.35293 0.41384  0.001
C32 -1.14999 6.46531 -0.43260  -0.001
C33 -1.47079 6.43568 -1.90825  0.002
C34 -0.70114 7.67595 0.08830  -0.001
C35 -0.36165 7.81374 1.42152  0.001
C36 0.11746 9.12310 1.98007  0.000
C37 -0.48688 6.69872 2.24252  0.000
C38 -0.92340 5.46433 1.77982  -0.002
C39 -1.02106 4.36078 2.80344  0.001
H19 -4.50962 2.30236 2.34062  0.002
H20 -4.46800 2.35297 0.56904  -0.001
H21 -3.77530 3.68018 1.50891  0.000
H22 -2.63849 3.54413 -3.23669  0.001
H23 -1.94514 2.73284 -4.62745  0.000
H24 -1.81554 4.47911 -4.47929  0.000
H25 0.48707 3.29478 -5.16482  0.000
H26 2.81957 3.12990 -5.58098  0.000
H27 3.74999 2.30431 -4.32562  0.000
H28 3.76607 4.05828 -4.41606  0.000
H29 3.15056 3.23582 -1.83421  0.000
H30 2.39895 3.02878 0.30904  -0.001
H31 0.69331 2.92301 0.73930  0.006
H32 1.43203 4.49682 0.44486  0.000
H33 -2.28435 5.75714 -2.17467  0.000
H34 -0.59480 6.14619 -2.49332  0.000
H35 -1.78140 7.42594 -2.23714  0.000
H36 -0.62627 8.53096 -0.57420  0.000
H37 0.16094 9.89112 1.21007  0.000
H38 1.11288 9.01820 2.41378  0.000
H39 -0.54763 9.47168 2.77124  0.000
H40 -0.23416 6.79140 3.29326  0.000
H41 -0.48418 4.65566 3.70360  0.000
H42 -0.61261 3.41704 2.45729  0.000
H43 -2.05636 4.17951 3.09645  0.000


Calculated energy relative to the best compared isomer or geometry (same formula, charge and spin), 0.0 12.7 0.0 kcal/mol (same order as the records).